(1)
{"formula": "C23H21CuNS3", "method": "ωB97M-V/def2-TZVPD", "species": ["Cu", "C", "C", "S", "C", "C", "S", "H", "H", "H", "H", "H", "H", "S", "C", "C", "C", "C", "C", "C", "H", "H", "H", "H", "H", "N", "C", "C", "C", "C", "C", "C", "C", "C", "C", "C", "C", "C", "C", "H", "H", "H", "H", "H", "H", "H", "H", "H", "H"], "positions_angstrom": [[-0.9478, -0.2248, -1.4214], [3.6298, -0.3486, -2.9890], [2.1615, -0.1603, -2.6538], [1.4304, -0.6566, -1.1196], [1.3370, 0.3622, -3.7130], [2.0355, 0.4813, -5.0564], [-0.2723, 0.8274, -3.6289], [4.1053, 0.5709, -3.3072], [3.7284, -1.2012, -3.6711], [4.1039, -0.6943, -2.0315], [2.9198, 1.0192, -5.1313], [1.4807, 1.1139, -5.7516], [2.2266, -0.4718, -5.5654], [-2.8617, -1.5334, -1.4884], [-2.4746, -3.1329, -0.9662], [-3.4365, -4.1700, -1.2110], [-3.1618, -5.5058, -0.9496], [-1.9829, -5.8590, -0.3484], [-1.0363, -4.8495, -0.0671], [-1.2212, -3.5648, -0.4501], [-4.3607, -3.8516, -1.6652], [-3.9148, -6.2375, -1.1191], [-1.8219, -6.8694, 0.0258], [-0.1111, -5.2515, 0.3707], [-0.4835, -2.8260, -0.1668], [-0.8602, 1.5670, -0.4190], [-0.5032, 1.9124, 0.7401], [-0.4819, 3.3365, 1.2658], [-0.5586, 3.5230, 2.6708], [-0.2602, 4.7530, 3.2246], [0.1986, 5.7958, 2.4231], [0.2419, 5.6230, 1.0191], [-0.1329, 4.4070, 0.4217], [-0.2004, 0.8900, 1.8317], [-1.1470, -0.1137, 2.0788], [-0.8423, -1.0946, 3.0376], [0.3574, -1.0070, 3.7682], [1.2671, -0.0038, 3.5182], [0.9931, 0.9147, 2.5357], [-0.6486, 2.6078, 3.3033], [-0.3585, 4.8022, 4.3034], [0.5184, 6.6823, 2.9488], [0.6457, 6.4719, 0.4285], [-0.1696, 4.1223, -0.6208], [-2.0394, -0.2651, 1.5206], [-1.5210, -1.9830, 3.0715], [0.5974, -1.7323, 4.4845], [2.1512, 0.0570, 4.1683], [1.6811, 1.7678, 2.3512]], "total_charge": -2, "multiplicity": 2, "lumo_energy_ev": [4.91, 4.91], "orbital_gap_ha": [0.1934, 0.1902], "homo_ev": [-0.36, -0.27]}



(2)
{"formula": "C23H21FN6O2S", "method": "ωB97M-V/def2-TZVPD", "species": ["C", "C", "C", "C", "C", "C", "O", "N", "C", "C", "C", "N", "N", "C", "C", "C", "C", "S", "C", "C", "O", "N", "C", "C", "C", "C", "C", "C", "F", "N", "N", "C", "C", "H", "H", "H", "H", "H", "H", "H", "H", "H", "H", "H", "H", "H", "H", "H", "H", "H", "H", "H", "H", "H"], "positions_angstrom": [[-3.1382, -1.2314, -3.1537], [-2.0503, -1.2585, -2.1275], [-1.2214, -0.1562, -1.9524], [-0.2624, -0.1453, -0.9596], [-0.0983, -1.2479, -0.1279], [0.8365, -1.1762, 1.0304], [0.7984, -0.2544, 1.8352], [1.6983, -2.2023, 1.1355], [2.6967, -2.2873, 2.1844], [3.6258, -1.0607, 2.1957], [4.1014, -0.7510, 0.8263], [4.9130, -1.4627, 0.0795], [5.0645, -0.8775, -1.1044], [4.3366, 0.2175, -1.1086], [4.1046, 1.2282, -2.0660], [3.2489, 2.2263, -1.7262], [2.6244, 2.2146, -0.4384], [1.5060, 3.5115, -0.0988], [0.6961, 2.9704, 1.4495], [-0.7945, 2.8342, 1.1448], [-1.4511, 3.7821, 0.7742], [-1.2583, 1.5720, 1.3138], [-2.5088, 1.0834, 0.9414], [-3.3994, 1.7753, 0.1235], [-4.5942, 1.1974, -0.2644], [-4.9339, -0.0788, 0.1495], [-4.0710, -0.7813, 0.9733], [-2.8850, -0.1953, 1.3594], [-2.0549, -0.8946, 2.1722], [2.8511, 1.3048, 0.4660], [3.6907, 0.3336, 0.1171], [-0.8963, -2.3692, -0.3237], [-1.8657, -2.3660, -1.3090], [-3.4679, -2.2369, -3.4025], [-2.8043, -0.7317, -4.0602], [-3.9915, -0.6781, -2.7603], [-1.3419, 0.7091, -2.5871], [0.3662, 0.7223, -0.8265], [1.7324, -2.8818, 0.3932], [3.2807, -3.1910, 2.0140], [2.1910, -2.3528, 3.1528], [4.4738, -1.2698, 2.8480], [3.0793, -0.1935, 2.5671], [4.6016, 1.1747, -3.0200], [3.0106, 3.0350, -2.3971], [0.8554, 3.7644, 2.1780], [1.1694, 2.0428, 1.7619], [-0.6017, 0.8689, 1.6758], [-3.1430, 2.7696, -0.2011], [-5.2654, 1.7540, -0.9007], [-5.8660, -0.5266, -0.1585], [-4.3052, -1.7740, 1.3238], [-0.7862, -3.2260, 0.3252], [-2.4967, -3.2335, -1.4370]], "lumo_energy_ev": -0.10, "orbital_gap_ha": 0.3092, "homo_ev": -8.52}



(3)
{"formula": "C23H21MoN2O5S", "method": "ωB97M-V/def2-TZVPD", "species": ["Mo", "O", "C", "C", "C", "C", "C", "C", "C", "N", "C", "C", "N", "C", "C", "C", "C", "C", "C", "C", "O", "H", "H", "H", "H", "H", "H", "H", "H", "H", "H", "H", "H", "H", "H", "C", "C", "C", "C", "C", "C", "C", "S", "O", "O", "O", "H", "H", "H", "H", "H", "H", "H"], "positions_angstrom": [[0.2320, -1.0331, 0.6358], [-1.3001, -0.1559, 0.8902], [-2.3347, -0.1385, 0.0041], [-3.1152, 0.9886, -0.1654], [-4.1136, 0.9826, -1.1263], [-4.3828, -0.1604, -1.8867], [-3.6655, -1.3151, -1.6690], [-2.6189, -1.3382, -0.7322], [-2.0489, -2.5768, -0.3151], [-1.0096, -2.6512, 0.4767], [-0.7183, -3.8596, 1.2588], [-0.2372, -3.2792, 2.5828], [0.7958, -2.2961, 2.1931], [2.0311, -2.5308, 2.5981], [3.1807, -1.7895, 2.2430], [4.4605, -2.1650, 2.6827], [5.5609, -1.4139, 2.3214], [5.3972, -0.2590, 1.5553], [4.1388, 0.1590, 1.1294], [3.0515, -0.6255, 1.4424], [1.7870, -0.3515, 1.0315], [-2.9192, 1.8650, 0.4383], [-4.7010, 1.8779, -1.2839], [-5.1750, -0.1470, -2.6229], [-3.8981, -2.2166, -2.2231], [-2.5773, -3.4924, -0.5766], [0.0682, -4.4491, 0.7824], [-1.6009, -4.4838, 1.3877], [0.1519, -4.0382, 3.2583], [-1.0634, -2.7634, 3.0742], [2.1808, -3.3559, 3.2920], [4.5712, -3.0511, 3.2965], [6.5487, -1.7196, 2.6376], [6.2662, 0.3271, 1.2862], [4.0172, 1.0554, 0.5372], [-1.6858, 5.4397, -1.3874], [-1.0888, 4.0790, -1.5034], [-0.2495, 3.5700, -0.4998], [0.3952, 2.3580, -0.6505], [0.1603, 1.6113, -1.8059], [-0.6928, 2.0740, -2.8072], [-1.3099, 3.2987, -2.6456], [1.1260, 0.2018, -2.1746], [2.3983, 0.2298, -1.5422], [0.9128, -0.2634, -3.4817], [0.3152, -0.9894, -1.1022], [-1.3840, 5.9447, -0.4736], [-2.7765, 5.4046, -1.4312], [-1.3806, 6.0507, -2.2400], [-0.0611, 4.1701, 0.3815], [1.1386, 2.0527, 0.0743], [-0.8341, 1.4892, -3.7078], [-1.9435, 3.6797, -3.4373]], "total_charge": 3, "lumo_energy_ev": -12.53, "orbital_gap_ha": 0.1984, "homo_ev": -17.93}



(4)
{"formula": "C23H21N2O7", "method": "ωB97M-V/def2-TZVPD", "species": ["O", "C", "C", "C", "C", "N", "C", "N", "H", "H", "H", "H", "H", "H", "H", "H", "H", "C", "C", "C", "O", "C", "C", "C", "O", "H", "H", "H", "H", "C", "C", "C", "O", "C", "C", "C", "O", "H", "H", "H", "H", "C", "C", "C", "O", "C", "C", "C", "O", "H", "H", "H", "H"], "positions_angstrom": [[2.5272, -1.4928, 2.5973], [1.4386, -2.4069, 2.1890], [1.2521, -3.6301, 3.3140], [2.3702, -4.7663, 2.9205], [2.2423, -6.3251, 2.4298], [3.6979, -6.6834, 2.2220], [4.6333, -5.5020, 2.5230], [3.8138, -4.3065, 2.9701], [3.3431, -1.6800, 2.0444], [1.8141, -2.9611, 1.2079], [0.4460, -1.8245, 1.9773], [0.1380, -4.0087, 3.1785], [1.4231, -3.1667, 4.3999], [1.2475, -6.9234, 2.2833], [4.0608, -7.6148, 1.8708], [5.7971, -5.4161, 2.4391], [4.2391, -3.3859, 3.2404], [-2.7121, -0.0838, -1.4599], [-2.2277, -1.2184, -0.9458], [-0.7765, -1.4868, -0.9138], [-0.3324, -2.5259, -0.4452], [0.1184, -0.4526, -1.4702], [-0.3660, 0.6820, -1.9843], [-1.8172, 0.9504, -2.0163], [-2.2613, 1.9895, -2.4848], [-3.7738, 0.1285, -1.4917], [-2.8710, -1.9864, -0.5332], [1.1801, -0.6649, -1.4383], [0.2773, 1.4500, -2.3969], [-2.2812, 2.0693, 2.1894], [-3.0635, 2.2789, 3.2526], [-2.8701, 1.5244, 4.5066], [-3.5869, 1.7143, 5.4796], [-1.7784, 0.5310, 4.5407], [-0.9962, 0.3213, 3.4774], [-1.1896, 1.0758, 2.2234], [-0.4728, 0.8860, 1.2504], [-2.4100, 2.6135, 1.2618], [-3.8679, 3.0046, 3.2437], [-1.6497, -0.0133, 5.4683], [-0.1917, -0.4043, 3.4863], [-1.7956, 5.1604, -5.5455], [-1.3112, 4.0257, -5.0313], [0.1400, 3.7574, -4.9994], [0.5841, 2.7182, -4.5308], [1.0349, 4.7915, -5.5557], [0.5506, 5.9262, -6.0699], [-0.9007, 6.1945, -6.1018], [-1.3448, 7.2337, -6.5704], [-2.8573, 5.3726, -5.5773], [-1.9545, 3.2578, -4.6187], [2.0966, 4.5793, -5.5239], [1.1938, 6.6941, -6.4825]], "total_charge": 1, "lumo_energy_ev": -4.33, "orbital_gap_ha": 0.2619, "homo_ev": -11.46}



M for every record listed, in sequence, given in g mol⁻¹: 471.17; 464.53; 533.44; 437.43.
Total energy for every record listed, in sequence, given in Ha: -3778.81461; -1866.16909; -1840.09702; -1524.69258.